{"formula": "C5H4F8OP", "method": "ωB97M-V with the def2-TZVPD basis set", "total_energy_ha": -1408.15652, "lumo_ha": -0.15874, "homo_lumo_gap_ev": 11.78, "charge": 1, "elements": ["O", "C", "F", "C", "P", "C", "F", "F", "C", "F", "F", "C", "F", "F", "F", "H", "H", "H", "H"], "coordinates": [[-1.56533, 1.03461, 3.38957], [-1.45393, 0.92693, 2.23215], [-1.81266, 1.86094, 1.36862], [-0.86959, -0.30645, 1.56594], [-1.31819, -0.46857, -0.19329], [0.07045, -0.91926, -1.39643], [-0.20737, -0.26823, -2.54328], [0.00926, -2.24148, -1.58607], [1.49763, -0.53620, -0.93402], [2.35954, -1.01475, -1.84178], [1.69388, -1.10400, 0.27424], [1.70262, 0.99571, -0.81760], [0.61867, 1.49542, -0.16932], [1.74306, 1.54811, -2.01452], [2.79516, 1.24565, -0.12434], [-1.28719, -1.15218, 2.09160], [0.20013, -0.25090, 1.69931], [-2.23390, -1.51041, -0.30153], [-1.94224, 0.66506, -0.69924]], "forces_ev_per_angstrom": [[-0.049, 0.153, 0.355], [0.141, -0.516, 0.449], [-0.218, 0.664, -0.524], [-0.616, 0.433, -0.404], [0.112, -0.074, 0.304], [-0.041, 0.188, -0.205], [-0.063, -0.303, 0.191], [0.020, 0.116, 0.002], [0.234, -0.055, -0.534], [-0.257, 0.014, 0.543], [0.149, -0.048, -0.197], [0.224, -0.239, -0.300], [-0.023, 0.122, 0.248], [0.211, 0.030, 0.254], [-0.315, 0.169, -0.165], [0.153, -0.425, 0.165], [0.299, -0.208, -0.009], [-0.029, -0.123, -0.133], [0.068, 0.101, -0.039]]}

{"formula": "C5H4FNO", "method": "ωB97M-V with the def2-TZVPD basis set", "total_energy_ha": -422.74060, "smiles": "O/C=C1\\C=NC(F)=C1", "relative_energy_kcal_mol": 28.0, "lumo_ha": -0.00566, "homo_lumo_gap_ev": 8.52, "charge": 0, "elements": ["O", "C", "C", "C", "N", "C", "F", "C", "H", "H", "H", "H"], "coordinates": [[1.13058, 2.20766, 0.26851], [0.38893, 1.39506, -0.53083], [0.04146, 0.16589, -0.09248], [0.36030, -0.44329, 1.20755], [-0.10019, -1.65285, 1.29131], [-0.77328, -1.87937, 0.09055], [-1.41302, -3.03060, -0.08612], [-0.72093, -0.87055, -0.77876], [1.17395, 3.12042, -0.07809], [0.06598, 1.82345, -1.49710], [0.97925, 0.02121, 1.99165], [-1.13304, -0.85703, -1.78619]], "forces_ev_per_angstrom": [[-0.206, 0.415, -0.519], [-0.127, 0.239, 0.392], [0.060, 0.212, -0.224], [0.554, 0.052, 0.035], [-0.134, 0.156, 0.194], [0.033, -0.042, 0.246], [0.224, -0.003, 0.207], [-0.169, 0.432, -0.963], [-0.066, -0.789, 0.117], [0.238, -0.441, 0.525], [-0.511, -0.339, -0.417], [0.104, 0.108, 0.408]]}

{"formula": "C5H4FNS", "method": "ωB97M-V with the def2-TZVPD basis set", "total_energy_ha": -745.48681, "relative_energy_kcal_mol": 156.3, "lumo_ha": 0.00279, "homo_lumo_gap_ev": 8.79, "charge": 0, "elements": ["C", "C", "C", "C", "C", "H", "H", "H", "H", "N", "F", "S"], "coordinates": [[0.22089, 0.48214, 0.01405], [0.21519, -0.56602, 1.26656], [1.07372, -0.54433, -0.75715], [-1.02004, 1.01160, -0.43781], [-1.99612, 1.67453, -0.92226], [0.37580, 0.01546, 2.45674], [-1.08769, -1.18273, 1.00905], [1.59836, -2.19506, 0.37866], [-3.04198, 1.75326, -1.20234], [1.36931, -1.29813, 0.28261], [1.20463, 1.54275, 0.22834], [1.08794, -0.69346, -2.31644]], "forces_ev_per_angstrom": [[2.818, 0.024, 2.094], [-1.796, 0.644, -1.690], [-2.570, 0.556, 0.358], [-4.635, 3.818, -2.733], [3.699, -4.161, 2.424], [-0.143, -2.469, -3.875], [4.336, 1.614, 1.353], [1.304, -4.328, -0.076], [0.693, 0.518, 0.015], [-2.983, 5.018, 4.314], [-1.549, -0.804, 0.259], [0.827, -0.429, -2.443]]}

{"formula": "C5H4HfNO5", "method": "ωB97M-V with the def2-TZVPD basis set", "total_energy_ha": -670.52783, "relative_energy_kcal_mol": 0.0, "lumo_ha": -0.60688, "homo_lumo_gap_ev": 6.68, "charge": 3, "elements": ["O", "C", "Hf", "C", "O", "C", "O", "C", "O", "C", "O", "H", "N", "H", "H", "H"], "coordinates": [[2.06537, -2.81623, -3.12345], [1.69035, -2.09740, -2.30938], [-0.23469, 0.26286, 0.13859], [-1.49232, -1.17801, 1.20441], [-2.18094, -1.90908, 1.81913], [1.68037, 0.90929, 0.90735], [2.71722, 1.26066, 1.35389], [-0.47880, 0.04371, -1.99199], [-0.48902, 0.00421, -3.16923], [0.72105, -1.42685, 1.20186], [1.31493, -2.29097, 1.71869], [1.33888, -0.25762, -0.69942], [-1.49197, 2.13960, 0.66291], [-1.13924, 3.00209, 0.23111], [-1.54992, 2.30748, 1.67158], [-2.47127, 2.04624, 0.38395]], "forces_ev_per_angstrom": [[-1.257, 2.583, 2.908], [1.267, -2.812, -2.918], [-1.355, 2.131, 0.502], [-7.265, -6.069, 5.030], [4.471, 4.580, -3.887], [8.202, 3.204, 3.589], [-6.478, -2.294, -2.944], [0.222, -0.534, -10.505], [-0.158, 0.277, 7.549], [5.827, -6.470, 3.485], [-3.514, 4.795, -2.837], [-0.207, 0.331, 0.050], [0.667, -0.472, -0.115], [-0.249, 0.227, 0.177], [0.082, 0.346, 0.148], [-0.254, 0.177, -0.232]]}

{"formula": "C5H4HgNaO7", "method": "ωB97M-V with the def2-TZVPD basis set", "total_energy_ha": -1035.37814, "s2": 2.01, "lumo_ha": [0.07141, 0.01723], "homo_lumo_gap_ev": [5.12, 5.28], "charge": -1, "spin_multiplicity": 3, "elements": ["O", "C", "C", "O", "C", "H", "H", "H", "H", "O", "Na", "O", "O", "C", "C", "O", "O", "Hg"], "coordinates": [[1.75818, 1.59164, 0.84123], [1.72614, 1.16436, 2.18141], [2.04830, -0.34851, 2.10837], [2.29694, -0.58219, 0.74512], [1.58805, 0.43151, -0.02907], [2.47332, 1.72754, 2.75868], [0.73554, 1.33835, 2.63637], [1.19904, -0.95386, 2.47144], [2.93797, -0.62268, 2.69152], [2.07557, 0.60485, -1.20588], [-2.49675, -0.62331, -0.28807], [-0.83682, 0.95947, 0.02158], [-0.27332, -1.18987, -0.16519], [0.01612, 0.03815, -0.11362], [-2.88228, -0.58755, -3.37633], [-3.28379, -0.71946, -4.53304], [-3.51272, -0.79810, -2.31307], [-5.56949, -1.43034, -4.43145]], "forces_ev_per_angstrom": [[-0.503, -0.153, -0.605], [-0.159, -0.049, 0.163], [-0.177, -0.038, 0.166], [-0.518, -0.060, -0.619], [2.167, 0.498, 1.617], [-0.139, -0.096, -0.260], [0.222, -0.023, -0.195], [0.189, 0.132, -0.170], [-0.153, 0.060, -0.258], [-0.868, -0.223, 0.303], [0.096, 0.071, -0.630], [1.757, -0.473, -0.226], [1.273, 1.298, -0.068], [-3.145, -0.917, 0.409], [-0.984, -0.337, 0.035], [1.364, 0.447, -0.003], [0.616, 0.188, 0.391], [-1.039, -0.325, -0.050]]}

{"formula": "C5H4INO2", "method": "ωB97M-V with the def2-TZVPD basis set", "total_energy_ha": -695.67288, "relative_energy_kcal_mol": 100.3, "lumo_ha": [-0.04098, -0.04686], "homo_lumo_gap_ev": [7.36, 7.89], "charge": 0, "elements": ["C", "C", "C", "C", "C", "N", "O", "O", "I", "H", "H", "H", "H"], "coordinates": [[1.34999, -1.33233, 1.22839], [-0.06122, 0.00446, 0.70439], [0.66668, -0.15840, -0.41614], [-2.40411, 1.10750, 1.23806], [0.68552, 0.41870, -1.74570], [1.58987, -1.04299, -0.01091], [-2.46107, 1.86083, 2.10255], [0.32449, -0.73274, 1.71795], [-3.54217, 0.36173, -0.37708], [1.72027, -1.99815, 1.93130], [0.99906, -0.39504, -2.58797], [-0.39494, 0.82949, -1.97464], [1.52764, 1.07695, -1.81020]], "forces_ev_per_angstrom": [[1.628, -1.045, -1.471], [-3.840, 2.883, -0.720], [-0.662, -0.111, 1.218], [2.491, -0.259, 0.454], [-1.696, -1.399, -2.975], [2.604, -2.209, 0.577], [-0.626, -0.106, -0.287], [-1.994, 1.339, 1.186], [-0.808, -0.099, -0.519], [1.566, -1.363, 0.473], [-1.149, 1.586, 2.121], [2.519, -0.345, 0.104], [-0.030, 1.129, -0.163]]}

{"formula": "C5H4N", "method": "ωB97M-V with the def2-TZVPD basis set", "total_energy_ha": -247.09078, "relative_energy_kcal_mol": 107.4, "lumo_ha": -0.26821, "homo_lumo_gap_ev": 8.93, "charge": 1, "elements": ["C", "C", "C", "C", "C", "N", "H", "H", "H", "H"], "coordinates": [[1.31033, -0.42585, -0.02043], [0.97649, 0.89925, -0.05645], [2.36892, -1.18832, 0.00554], [-0.17672, -0.80113, -0.01103], [-0.97428, 0.65911, -0.05403], [0.08663, 1.68856, 0.05693], [-0.43999, -1.35360, -0.83251], [-0.11726, -1.40161, 0.94950], [-1.46089, 0.91390, -0.91563], [-1.57323, 1.00969, 0.87812]], "forces_ev_per_angstrom": [[0.830, 0.297, -0.870], [-0.830, 1.776, 0.487], [0.784, -0.262, -0.020], [-0.650, 0.610, 3.136], [-0.145, -1.088, 4.672], [3.059, 1.101, -0.583], [-0.574, -1.526, -1.913], [-1.593, 0.803, -1.010], [-1.421, -0.095, -2.356], [0.539, -1.618, -1.544]]}

{"formula": "C5H4N", "method": "ωB97M-V with the def2-TZVPD basis set", "total_energy_ha": -247.24845, "smiles": "C=C=C=CC#[NH+]", "relative_energy_kcal_mol": 8.5, "lumo_ha": -0.22599, "homo_lumo_gap_ev": 8.28, "charge": 1, "elements": ["C", "C", "C", "C", "C", "N", "H", "H", "H", "H"], "coordinates": [[-1.85397, 1.10703, 0.99672], [-0.68819, 0.68370, 0.61774], [0.51145, 0.31574, 0.36686], [1.67130, -0.22305, 0.04380], [1.76041, -1.20500, -1.03537], [1.85262, -1.98504, -1.94312], [-2.22560, 1.53037, 1.91709], [-2.75251, 1.16745, 0.47947], [2.55962, 0.15457, 0.66355], [1.42148, -2.83003, -2.24268]], "forces_ev_per_angstrom": [[-0.440, 0.584, 1.040], [1.731, -0.176, -0.012], [-2.750, 0.000, -0.159], [2.271, -0.445, -0.367], [0.359, -0.857, -1.580], [-0.570, 3.833, 3.971], [1.469, 0.328, 0.974], [-1.195, -0.909, -2.194], [-0.893, -1.426, -1.216], [0.019, -0.933, -0.458]]}

{"formula": "C5H4N", "method": "ωB97M-V with the def2-TZVPD basis set", "total_energy_ha": -247.06223, "relative_energy_kcal_mol": 125.3, "lumo_ha": [-0.28666, -0.28668], "homo_lumo_gap_ev": [6.97, 6.97], "charge": 1, "elements": ["C", "C", "C", "C", "C", "N", "H", "H", "H", "H"], "coordinates": [[-0.53142, 0.60634, 0.18073], [0.30036, -3.47330, 2.27632], [-1.28638, 1.59264, -0.29351], [0.84072, -1.52246, 0.42688], [0.27217, -0.31567, 0.23708], [0.73757, -2.22977, 1.54236], [-2.16559, 1.87520, 0.16785], [-0.89263, 2.18201, -1.13996], [0.36482, -2.25938, -0.32981], [2.00916, -1.62738, 0.13356]], "forces_ev_per_angstrom": [[-0.519, 1.379, -0.888], [3.643, 10.356, -6.103], [2.165, -0.024, -0.727], [4.464, -3.408, -3.713], [-1.120, 1.028, 0.022], [-4.482, -11.878, 10.576], [-1.886, 0.584, 0.850], [-0.395, -0.411, 0.292], [0.405, 1.531, -0.274], [-2.275, 0.843, -0.035]]}